w:
The following is a quantum chemistry calculation of a 5-piece molecular cluster, CH12N2O4 overall, from OMol25.

Summary:
- HOMO energy: -9.93 eV
- Kohn-Sham gap: 10.3 eV
- LUMO level: 0.398 eV

```
! RIJCOSX wB97M-V def2-TZVPD def2/J DEFGRID3
* xyz 0 1
H -0.8433 2.1750 -0.5053
N -0.3224 1.3669 -0.2096
C 0.0103 0.4136 -0.9666
N 0.8290 -0.5972 -0.5232
H -0.2662 0.1258 -1.9878
H 1.1700 -0.8588 0.3983
H 0.8172 -1.4605 -1.0501
O -2.1215 -0.9350 -0.5222
H -1.4872 -1.0675 0.2069
H -2.5893 -0.1597 -0.1858
O 2.7867 -0.7067 1.9837
H 3.4997 -0.2889 2.4848
H 2.7271 -0.0124 1.3041
O 0.7458 1.6971 2.9069
H 1.5682 1.3049 3.2381
H 0.4961 1.1298 2.1645
O -2.4477 -0.7599 -3.2792
H -2.9558 -0.3404 -2.5909
H -1.6166 -1.0261 -2.8666
*
```

x:
The following is a quantum chemistry calculation of a 5-piece molecular cluster, CH12N2O4 overall, from OMol25.

Summary:
- HOMO energy: -9.04 eV
- Kohn-Sham gap: 9.3 eV
- LUMO level: 0.278 eV

```
! RIJCOSX wB97M-V def2-TZVPD def2/J DEFGRID3
* xyz 0 1
H 1.8367 0.5382 0.1402
N 1.2336 -0.1671 0.6357
C 1.2253 -1.3900 0.3219
N 0.3464 -2.3511 0.6838
H 2.1760 -1.8031 -0.0442
H -0.5539 -2.0337 1.1157
H 0.8630 -3.1815 0.9455
O -1.8626 2.5370 -3.5276
H -1.6708 1.9985 -4.2601
H -1.2086 3.2362 -3.3896
O -2.4947 -1.9756 2.3389
H -2.0281 -1.0766 2.2707
H -3.2255 -1.6630 1.6945
O -0.5946 0.4845 2.7972
H 0.1302 0.6343 2.2946
H -1.2811 1.1913 2.7577
O 2.6116 1.4940 -2.0366
H 1.8669 2.0504 -1.7914
H 2.6302 1.4773 -2.9469
*
```

The energy of each structure relative to the most stable one, in kcal/mol, is as follows: w 0.0; x 7.2.

w:
The following is a quantum chemistry calculation of a 5-piece molecular cluster, CH12N2O4 overall, from OMol25.

Summary:
- HOMO energy: -9.44 eV
- Kohn-Sham gap: 10.1 eV
- LUMO level: 0.712 eV

```
! RIJCOSX wB97M-V def2-TZVPD def2/J DEFGRID3
* xyz 0 1
H 1.1271 1.9038 -1.7016
N 0.6434 1.8293 -0.7913
C 1.3405 1.1255 -0.0074
N 1.0252 0.8536 1.2951
H 2.2467 0.6994 -0.2932
H 0.0522 0.6489 1.4167
H 1.6448 0.2143 1.7187
O 0.3823 -1.8521 -0.7737
H 0.3351 -1.3175 -1.5721
H -0.5339 -1.9314 -0.5419
O -2.5692 -1.0209 -0.4377
H -3.3362 -1.4602 -0.1721
H -2.7416 -0.1101 -0.2930
O -2.7073 1.9030 0.4612
H -1.7507 1.9927 0.2386
H -3.1245 2.5091 -0.1815
O 2.8126 -1.6050 0.5691
H 3.1765 -2.4504 0.8049
H 1.9771 -1.9320 0.2613
*
```

x:
The following is a quantum chemistry calculation of CH12N2O4 as an isolated structure, from OMol25.

Summary:
- HOMO energy: -8.90 eV
- Kohn-Sham gap: 6.5 eV
- LUMO level: -2.372 eV

```
! RIJCOSX wB97M-V def2-TZVPD def2/J DEFGRID3
* xyz 0 1
N 0.0931 2.0432 0.1234
C 0.8797 0.9735 0.3813
N 1.0549 0.1689 -0.7651
H 0.3917 2.9589 0.5110
H 0.3207 0.1676 1.1067
H 1.8475 1.2647 0.7955
H 0.1009 0.2830 -1.2209
H 0.8332 -1.1399 1.5415
H -0.7029 1.9378 -0.5399
O 1.7703 -1.4711 1.0308
H -1.7544 -0.5642 -1.2665
H -1.6759 -1.5279 0.0634
O -1.9356 -1.4886 -0.8723
H 1.1727 -0.7486 -0.3433
H -0.7195 0.7281 -2.6931
O -1.2576 0.9024 -1.8543
H 2.2209 -2.2988 1.1431
H -0.7201 -0.6652 2.4061
O -0.2134 -0.4780 1.5918
*
```

The energy of each structure relative to the most stable one, in kcal/mol, is as follows: w 0.0; x 147.0.

w:
The following is a quantum chemistry calculation of an isolated ion of composition C4H8NO3 and charge -1, from OMol25.

Summary:
- HOMO energy: -3.64 eV
- Kohn-Sham gap: 7.6 eV
- LUMO level: 3.999 eV

```
! RIJCOSX wB97M-V def2-TZVPD def2/J DEFGRID3
* xyz -1 1
O -1.2944 -2.4955 -1.1054
C -0.4908 -1.6661 -1.5520
N -0.2111 -0.4441 -1.0538
C -0.3184 -0.1359 0.3696
C 1.1464 -0.1806 0.9376
O 1.9666 0.5247 0.1021
C -0.8876 1.2997 0.5619
O 0.0159 2.3103 0.4083
H 0.0597 -1.9192 -2.4565
H 0.5516 0.0456 -1.5192
H -0.9215 -0.9257 0.8162
H 1.4765 -1.2347 1.0529
H 1.1397 0.2944 1.9104
H -1.7312 1.3558 -0.1436
H -1.4547 1.3192 1.5218
H 0.9533 1.8522 0.1496
*
```

x:
The following is a quantum chemistry calculation of a 2-piece molecular cluster, C4H8NO3 overall, from OMol25.

Summary:
- HOMO energy: -4.18 eV
- Kohn-Sham gap: 7.9 eV
- LUMO level: 3.685 eV

```
! RIJCOSX wB97M-V def2-TZVPD def2/J DEFGRID3
* xyz -1 1
C -3.2004 -0.1667 0.5814
C -1.8415 -0.0398 1.3223
O -1.2758 0.9948 1.2882
O -1.4093 -1.0909 1.8332
H -3.7791 0.6752 0.9985
H -3.7633 -1.0669 0.7135
H -3.1066 0.1298 -0.4901
C 2.4454 -0.8414 -1.2242
C 2.4721 0.4802 -0.5206
O 3.4779 1.2176 -0.5427
N 1.2744 1.0079 -0.1453
H 1.1792 1.9688 0.4543
H 0.3869 0.4008 0.0202
H 3.3721 -1.0647 -1.7705
H 1.6257 -0.9547 -1.9837
H 2.1424 -1.6500 -0.5344
*
```

y:
The following is a quantum chemistry calculation of a 2-piece molecular cluster, C4H8NO3 overall, from OMol25.

Summary:
- HOMO energy: -4.42 eV
- Kohn-Sham gap: 8.1 eV
- LUMO level: 3.704 eV

```
! RIJCOSX wB97M-V def2-TZVPD def2/J DEFGRID3
* xyz -1 1
C -1.7934 1.5850 -2.8463
C -1.4376 0.4225 -1.8131
O -0.4755 0.6235 -1.0502
O -2.1688 -0.5786 -1.9635
H -2.8536 1.8032 -2.6926
H -1.5652 1.2595 -3.8597
H -1.1633 2.4596 -2.6483
C 1.8158 -0.4425 2.7664
C 1.3557 -1.4255 1.7171
O 1.5414 -2.6377 1.8268
N 0.5945 -0.9335 0.7260
H 0.2287 -1.4915 -0.0300
H 0.1362 -0.0348 0.6780
H 1.3396 0.5307 2.6286
H 2.8968 -0.3589 2.7901
H 1.5487 -0.7810 3.7706
*
```

z:
The following is a quantum chemistry calculation of a 2-piece molecular cluster, C4H8NO3 overall, from OMol25.

Summary:
- HOMO energy: -2.71 eV
- Kohn-Sham gap: 6.3 eV
- LUMO level: 3.547 eV

```
! RIJCOSX wB97M-V def2-TZVPD def2/J DEFGRID3
* xyz -1 1
O 2.9684 -2.6339 0.0436
C 2.3961 -1.6026 -0.2588
O 3.0532 -0.9249 -1.3854
C -0.1333 1.1672 1.2889
C -0.2714 0.2167 0.1197
C -1.6866 -0.2277 -0.0688
O -2.4840 0.7779 -0.7996
N -1.0152 1.9232 1.7695
H 3.5219 -1.6204 -1.8770
H 0.8617 1.1232 1.7388
H 0.1858 0.6113 -0.7941
H 0.4215 -0.5988 0.3045
H -2.2839 -0.3223 0.8297
H -1.7539 -1.0955 -0.7236
H -1.9106 1.2573 -1.4039
H -1.8696 1.9492 1.2166
*
```

The energy of each structure relative to the most stable one, in kcal/mol, is as follows: w 46.3; x 17.8; y 0.0; z 78.6.

w:
The following is a quantum chemistry calculation of C4H8NO3 as an isolated structure, from OMol25.

Summary:
- HOMO energy: -2.93 eV
- Kohn-Sham gap: 6.6 eV
- LUMO level: 3.713 eV

```
! RIJCOSX wB97M-V def2-TZVPD def2/J DEFGRID3
* xyz -1 1
O 1.7810 -0.4453 2.2198
C 2.1527 0.1193 1.2061
N 1.3577 0.2003 0.1099
C -0.1001 -0.0616 0.1765
C -0.4898 -1.1980 -0.7982
O -1.8072 -1.0092 -1.1182
C -0.7304 1.1782 -0.4835
O -2.0457 0.9981 -0.8523
H 3.1387 0.6180 1.2351
H 1.5690 0.5826 -0.7990
H -0.4373 -0.3223 1.1703
H 0.2574 -1.0671 -1.6269
H -0.3535 -2.2235 -0.4066
H -1.8952 0.2077 -1.0116
H -0.1912 1.5127 -1.4135
H -0.5825 2.0152 0.2437
*
```

x:
The following is a quantum chemistry calculation of a 2-piece molecular cluster, C4H8NO3 overall, from OMol25.

Summary:
- HOMO energy: -4.43 eV
- Kohn-Sham gap: 8.3 eV
- LUMO level: 3.837 eV

```
! RIJCOSX wB97M-V def2-TZVPD def2/J DEFGRID3
* xyz -1 1
C -0.5302 -2.8555 -1.3737
C 0.3829 -1.5840 -1.1408
O 1.4635 -1.8856 -0.5998
O 0.0239 -0.5218 -1.6983
H -1.5856 -2.5507 -1.3880
H -0.4009 -3.4551 -0.4726
H -0.3404 -3.3831 -2.3017
C 0.8028 1.3189 1.6233
C -0.1354 2.4044 1.2342
O -0.3244 3.4366 1.8467
N -0.8262 2.1077 0.0886
H -1.1930 2.8353 -0.4769
H -0.6611 1.2415 -0.4126
H 0.7748 0.3768 1.0480
H 0.6985 1.0077 2.6618
H 1.8507 1.5070 1.3616
*
```

y:
The following is a quantum chemistry calculation of a 2-piece molecular cluster, C4H8NO3 overall, from OMol25.

Summary:
- HOMO energy: -4.72 eV
- Kohn-Sham gap: 8.7 eV
- LUMO level: 3.981 eV

```
! RIJCOSX wB97M-V def2-TZVPD def2/J DEFGRID3
* xyz -1 1
C 1.0526 -1.2153 2.3172
N 0.5073 -1.1699 1.0942
C -0.6647 -1.9795 0.7905
O 0.7106 -1.9263 3.2546
H 1.9167 -0.5315 2.3636
H 0.7321 -0.3093 0.5438
H -0.5975 -2.8135 1.4916
H -0.6402 -2.2930 -0.2469
H -1.5993 -1.4474 0.9479
O -0.9760 0.3771 -1.4407
C -0.1623 1.2923 -1.2298
O 0.6627 1.3713 -0.2770
C -0.1969 2.4722 -2.2155
H 0.0716 2.1508 -3.2239
H -1.2581 2.7290 -2.2689
H 0.4415 3.2928 -1.9009
*
```

z:
The following is a quantum chemistry calculation of a 2-piece molecular cluster, C4H8NO3 overall, from OMol25.

Summary:
- HOMO energy: -4.45 eV
- Kohn-Sham gap: 8.3 eV
- LUMO level: 3.829 eV

```
! RIJCOSX wB97M-V def2-TZVPD def2/J DEFGRID3
* xyz -1 1
C -1.6110 0.5123 -0.9515
C -1.8325 -1.0193 -0.9346
O -2.7930 -1.5976 -1.4834
N -0.9498 -1.7470 -0.2908
H -0.8148 -2.7114 -0.3838
H -0.0697 -1.4036 0.1809
H -0.6214 0.7369 -0.4092
H -2.4989 1.0823 -0.3794
H -1.6155 0.8976 -1.9246
C 1.3564 0.9251 2.2140
C 1.8976 0.9682 0.7337
O 2.2768 2.0389 0.1840
O 1.7494 -0.1219 0.1709
H 2.1179 0.9598 3.0724
H 0.6742 0.0073 2.2946
H 0.7476 1.7869 2.2433
*
```

The energy of each structure relative to the most stable one, in kcal/mol, is as follows: w 116.4; x 2.4; y 0.0; z 14.4.

w:
The following is a quantum chemistry calculation of a 2-piece molecular cluster, C4H8NO3 overall, from OMol25.

Summary:
- HOMO energy: -4.65 eV
- Kohn-Sham gap: 8.6 eV
- LUMO level: 3.971 eV

```
! RIJCOSX wB97M-V def2-TZVPD def2/J DEFGRID3
* xyz -1 1
C 1.3945 2.1960 1.9787
C 0.2166 1.3626 1.4310
O 0.4212 0.1194 1.3532
O -0.7884 1.9944 1.0583
H 2.3368 1.7700 1.6230
H 1.4335 2.1895 3.0717
H 1.3626 3.2365 1.6541
C -0.7191 -0.7450 -2.1984
C -0.9577 -1.9773 -1.3751
O -1.6642 -2.9129 -1.7333
N -0.2741 -1.9859 -0.1968
H -0.5439 -2.8035 0.3236
H -0.2073 -1.1145 0.3789
H -0.5554 -1.0244 -3.2413
H 0.1458 -0.1961 -1.8368
H -1.6009 -0.1088 -2.2908
*
```

x:
The following is a quantum chemistry calculation of a 2-piece molecular cluster, C4H8NO3 overall, from OMol25.

Summary:
- HOMO energy: -4.04 eV
- Kohn-Sham gap: 7.5 eV
- LUMO level: 3.418 eV

```
! RIJCOSX wB97M-V def2-TZVPD def2/J DEFGRID3
* xyz -1 1
C -1.0758 0.0963 2.8584
C -0.3107 0.1310 1.5987
O 0.9136 0.2296 1.5758
N -1.0093 0.1404 0.4309
H -0.4862 -0.0045 -0.4333
H -1.9848 -0.0406 0.2679
H -0.9019 -0.8857 3.3091
H -2.1509 0.2442 2.7902
H -0.6785 0.8685 3.5167
C 1.3995 -0.6755 -2.0665
C 0.6841 0.6445 -2.5676
O -0.5638 0.6682 -2.3730
O 1.4311 1.4648 -3.1279
H 0.7901 -1.5536 -2.2795
H 1.5534 -0.5488 -0.9898
H 2.3900 -0.7788 -2.5102
*
```

y:
The following is a quantum chemistry calculation of a 2-piece molecular cluster, C4H8NO3 overall, from OMol25.

Summary:
- HOMO energy: -4.33 eV
- Kohn-Sham gap: 8.2 eV
- LUMO level: 3.885 eV

```
! RIJCOSX wB97M-V def2-TZVPD def2/J DEFGRID3
* xyz -1 1
C 1.5363 -1.0591 -0.7178
C 1.2143 -2.1931 0.1024
O 2.0439 -2.9011 0.5823
N -0.1815 -2.4160 0.3774
H 0.6760 -0.4802 -0.8737
H 2.1068 -1.3688 -1.5739
H -0.5329 -3.2021 0.9728
H -0.7784 -1.5514 0.3983
H 2.1924 -0.3181 -0.1200
C -2.3558 2.7347 0.0574
C -0.9441 2.0198 -0.0616
O -0.8086 0.7789 -0.2828
O -0.1013 2.8913 -0.0713
H -3.2035 2.2453 -0.4425
H -2.3050 3.7110 -0.2481
H -2.6601 2.7088 1.1377
*
```

The energy of each structure relative to the most stable one, in kcal/mol, is as follows: w 0.0; x 11.6; y 22.7.

w:
The following is a quantum chemistry calculation of a 2-piece molecular cluster, C4H8NO3 overall, from OMol25.

Summary:
- HOMO energy: -4.51 eV
- Kohn-Sham gap: 8.3 eV
- LUMO level: 3.808 eV

```
! RIJCOSX wB97M-V def2-TZVPD def2/J DEFGRID3
* xyz -1 1
C 0.8070 2.7983 1.3515
C 0.3433 1.3798 1.6987
O 1.0833 0.4252 1.3061
O -0.7389 1.2490 2.3027
H 0.4175 3.4422 2.1299
H 0.4413 3.1588 0.3975
H 1.8926 2.8665 1.2427
C -1.6321 -0.9842 -2.0390
C -0.3774 -1.6646 -1.5699
O 0.1007 -2.6585 -2.1419
N 0.4616 -0.9840 -0.7608
H 1.3232 -1.3616 -0.3718
H 0.1882 -0.1260 -0.1962
H -2.4172 -1.7317 -2.0966
H -1.4399 -0.5624 -3.0351
H -2.0681 -0.2770 -1.3333
*
```

x:
The following is a quantum chemistry calculation of a 2-piece molecular cluster, C4H8NO3 overall, from OMol25.

Summary:
- HOMO energy: -4.60 eV
- Kohn-Sham gap: 8.5 eV
- LUMO level: 3.904 eV

```
! RIJCOSX wB97M-V def2-TZVPD def2/J DEFGRID3
* xyz -1 1
C -1.1421 1.0000 2.0883
C 0.1075 0.1691 2.1166
O 0.3706 -0.6272 3.0095
N 0.9598 0.4620 1.1139
H 1.8246 -0.0585 1.1379
H 0.6541 0.7279 0.1691
H -0.8439 2.0083 2.3746
H -1.9018 0.6876 2.7923
H -1.5998 1.0309 1.1027
C 0.7581 -1.1658 -2.2887
C -0.4763 -0.2430 -2.2110
O -0.4823 0.5567 -1.2233
O -1.3348 -0.3678 -3.1042
H 0.4890 -2.1807 -2.0111
H 1.5737 -0.7139 -1.7303
H 1.0438 -1.2855 -3.3365
*
```

The energy of each structure relative to the most stable one, in kcal/mol, is as follows: w 11.0; x 0.0.

w:
The following is a quantum chemistry calculation of an isolated ion of composition C5H7INO and charge +1, from OMol25.

Summary:
- HOMO energy (alpha / beta): -12.53 / -12.64 eV
- Kohn-Sham gap (alpha / beta): 6.7 / 6.5 eV
- LUMO level (alpha / beta): -5.865 / -6.137 eV

```
! RIJCOSX wB97M-V def2-TZVPD def2/J DEFGRID3
* xyz 1 1
C -1.2843 -0.6753 -2.0969
C -1.5562 -1.2165 -0.8682
C -0.3438 0.3477 -1.9936
C 0.0144 -0.2221 0.4645
C 0.7060 0.1814 1.7408
N 1.7434 1.1888 1.6431
O -0.8652 -1.0929 0.3455
I 1.3919 0.7976 -3.0641
H -1.9496 -0.6960 -2.8840
H -2.1320 -2.1218 -0.8231
H -0.2155 0.4535 2.4335
H 0.8785 -0.7885 2.1033
H 2.0314 1.6053 2.5745
H 1.6302 1.9067 0.9651
H -0.0491 0.3321 -0.5404
*
```

x:
The following is a quantum chemistry calculation of an isolated ion of composition C5H7INO and charge +1, from OMol25.

Summary:
- HOMO energy (alpha / beta): -12.27 / -12.27 eV
- Kohn-Sham gap (alpha / beta): 8.3 / 8.3 eV
- LUMO level (alpha / beta): -3.947 / -3.948 eV

```
! RIJCOSX wB97M-V def2-TZVPD def2/J DEFGRID3
* xyz 1 1
C -1.4056 -1.1414 -0.6134
C -0.2430 -0.3145 -0.5261
C 1.1318 0.0216 -1.7848
I 0.9825 -0.6495 -3.7233
O 1.8718 0.7823 -1.0799
C 1.6081 0.8616 0.1851
N 0.3214 0.3891 0.4481
C -0.2351 0.5908 1.8282
H -1.9805 -1.1556 0.2689
H -2.1207 -0.6506 -1.2406
H -1.2074 -2.0295 -1.2000
H 2.3094 1.3185 0.9626
H -1.0851 1.2674 1.8223
H -0.4815 -0.2983 2.2658
H 0.5339 1.0078 2.3870
*
```

y:
The following is a quantum chemistry calculation of an isolated ion of composition C5H7INO and charge +1, from OMol25.

Summary:
- HOMO energy: -12.57 eV
- Kohn-Sham gap: 8.7 eV
- LUMO level: -3.829 eV

```
! RIJCOSX wB97M-V def2-TZVPD def2/J DEFGRID3
* xyz 1 1
C -0.9876 1.6112 -0.0107
C -1.2058 0.1768 0.0003
C -2.7631 -0.6291 -0.0060
I -4.6452 0.1481 0.0016
O -2.4210 -1.8847 -0.0095
C -1.1204 -2.0579 -0.0033
N -0.4316 -0.8973 0.0057
C 1.0147 -0.8722 0.0129
H -0.8049 1.9902 0.9978
H -0.1326 1.8783 -0.6294
H -1.8816 2.0960 -0.3978
H -0.6884 -3.0391 -0.0114
H 1.3771 -0.3341 0.8914
H 1.3913 -1.8925 0.0332
H 1.3844 -0.3681 -0.8831
*
```

The energy of each structure relative to the most stable one, in kcal/mol, is as follows: w 111.9; x 43.1; y 0.0.